Record 1
CH4BNO2 | ωB97M-V/def2-TZVPD

Results
charge	0
ΔE to the lowest compared entry with this formula, charge and spin	124.34	kcal per mole
E_tot	-270.32849	Eh
gap between HOMO and LUMO (spin up / spin down)	8.350 / 8.349	eV
E_HOMO (spin up / spin down)	-10.4 / -10.4	eV

Structure (XYZ):
```
9
Properties=species:S:1:pos:R:3:forces:R:3:nbo_charge:R:1
B -0.7449 -0.6320 0.5969 0.950 0.347 -3.382 0.131
C -0.0900 0.7348 0.0300 -2.278 4.159 -3.407 -0.368
N 1.0866 0.0113 -0.1902 2.675 -2.780 0.490 0.464
O 2.1760 0.1068 -0.6730 -0.808 1.370 -0.140 -0.262
O 0.7774 -1.1231 0.3728 -0.369 0.257 0.222 -0.327
H -1.2774 -0.6978 1.5272 -1.004 -0.130 3.801 -0.049
H -1.3603 -1.2051 -0.2251 -0.265 -0.216 -0.586 -0.045
H -0.5688 0.9229 -1.7586 1.066 -0.290 3.705 0.181
H 0.0014 1.8822 0.3200 0.033 -2.718 -0.703 0.276
```
Forces are in eV/Å.

Record 2
C3H7NO2 | ωB97M-V/def2-TZVPD

Results
charge	0
ΔE to the lowest compared entry with this formula, charge and spin	64.00	kcal per mole
E_tot	-323.67898	Eh
gap between HOMO and LUMO	10.261	eV
E_HOMO	-9.2	eV

Structure (XYZ):
```
13
Properties=species:S:1:pos:R:3:forces:R:3:nbo_charge:R:1
N -1.3880 0.7892 1.2040 -0.200 -0.575 -0.354 -0.850
C -0.2491 0.2515 0.6015 -0.291 -0.752 -0.543 0.717
O 0.6080 -0.1396 1.6178 0.252 -0.159 -0.097 -0.718
C 0.0872 -1.0019 -0.6830 -0.441 0.530 0.097 -0.564
C 0.7696 0.2204 -1.2634 0.157 0.235 -0.350 -0.092
O 0.2156 1.1661 -0.3466 0.245 0.248 0.030 -0.540
H -1.5329 0.6635 2.1967 0.240 -0.118 -0.390 0.399
H -1.8723 1.5582 0.7636 0.298 -0.304 -0.062 0.399
H 0.9466 -0.9527 1.2337 0.539 -0.089 0.704 0.484
H -0.7459 -1.3925 -1.2756 -0.125 0.425 0.256 0.215
H 0.8000 -1.8658 -0.6086 -0.618 0.627 0.853 0.199
H 1.8614 0.1973 -1.1595 -0.132 -0.029 -0.123 0.171
H 0.4997 0.5062 -2.2806 0.076 -0.038 -0.019 0.181
```
Forces are in eV/Å.

Record 3
C5H4N2 | ωB97M-V/def2-TZVPD

Results
charge	0
ΔE to the lowest compared entry with this formula, charge and spin	88.15	kcal per mole
E_tot	-302.28784	Eh
gap between HOMO and LUMO	10.131	eV
E_HOMO	-9.4	eV

Structure (XYZ):
```
11
Properties=species:S:1:pos:R:3:forces:R:3:nbo_charge:R:1
C -2.2529 0.3377 1.8326 0.416 -0.141 -0.422 -0.173
C -1.3642 0.1216 1.0464 -0.428 0.175 0.177 -0.048
C -0.2867 -0.0838 0.1247 0.192 0.222 -0.208 0.052
C 1.0522 0.1941 0.3087 -0.188 0.002 0.058 -0.263
C 1.6711 -0.1626 -0.8994 0.140 -0.323 -0.012 -0.040
N 0.8218 -0.7339 -1.7250 1.244 -0.314 0.247 -0.296
N -0.4644 -0.6711 -1.1175 0.442 0.268 -0.437 -0.395
H -3.0534 0.5226 2.5175 0.203 -0.055 -0.144 0.240
H 1.5295 0.5936 1.1918 -0.149 -0.038 -0.072 0.239
H 2.6953 -0.0324 -1.2150 0.044 -0.049 0.161 0.218
H -0.3484 -0.0860 -2.0648 -1.916 0.252 0.653 0.467
```
Forces are in eV/Å.

Record 4
C5H4N2O | ωB97M-V/def2-TZVPD

Results
charge	0
ΔE to the lowest compared entry with this formula, charge and spin	96.71	kcal per mole
E_tot	-377.50993	Eh
gap between HOMO and LUMO	10.051	eV
E_HOMO	-11.4	eV

Structure (XYZ):
```
12
Properties=species:S:1:pos:R:3:forces:R:3:nbo_charge:R:1
C 0.5490 0.0318 1.5983 2.090 -0.158 1.111 -0.576
C 0.0263 0.0408 0.2096 -4.292 -2.034 0.275 -0.374
C 1.0624 -0.5146 -0.4749 6.473 -3.340 -6.575 0.278
N 1.9493 -0.9442 -1.1391 -3.240 1.597 2.745 -0.238
C -1.1459 -0.9062 0.0935 -2.302 -5.075 -1.197 0.255
N -1.8798 -1.8028 -0.2040 2.772 4.127 1.488 -0.249
C -0.6113 1.2022 -0.5070 3.247 7.076 2.136 0.408
O -0.0451 2.3775 -0.0568 -4.715 -6.807 -3.820 -0.485
H -0.1086 0.6935 2.0199 -1.693 1.075 2.574 0.233
H 0.7094 -1.0200 2.0585 -0.660 1.984 -0.912 0.262
H 1.4969 0.5989 1.6000 -0.222 -0.525 0.045 0.248
H -1.5058 0.8134 -1.3398 2.542 2.080 2.130 0.238
```
Forces are in eV/Å.

Record 5
C4H8NO2 | ωB97M-V/def2-TZVPD

Results
charge	+1
ΔE to the lowest compared entry with this formula, charge and spin	52.23	kcal per mole
E_tot	-362.13024	Eh
gap between HOMO and LUMO	11.214	eV
E_HOMO	-14.6	eV

Structure (XYZ):
```
15
Properties=species:S:1:pos:R:3:forces:R:3:nbo_charge:R:1
C -1.6014 0.6444 0.4197 -0.342 -4.346 1.353 -0.668
C -0.6403 -0.5242 0.2178 1.586 2.546 -0.909 0.797
O -0.6916 -1.4956 1.0367 -1.081 -0.772 2.302 -0.618
N 1.0081 0.2044 0.4141 -1.174 3.339 -2.068 -0.643
C 1.6188 -0.1628 -0.8514 0.622 0.054 0.304 -0.185
C 0.7657 -0.7806 -1.6065 -1.712 -2.032 -1.120 0.159
O -0.4852 -0.9578 -1.0906 -0.590 0.364 0.133 -0.495
H -2.2321 0.3962 -0.3627 -1.519 0.855 -2.080 0.263
H -1.1067 1.5378 0.4289 0.585 2.410 -0.190 0.226
H -2.2515 0.4134 1.2714 0.641 0.497 0.334 0.269
H -0.1595 -2.2087 0.7222 0.526 -1.405 -0.348 0.506
H 1.5147 -0.1296 1.1973 0.505 -0.227 1.192 0.431
H 0.8607 1.2978 0.4524 0.687 -2.764 0.342 0.436
H 2.6318 -0.0920 -1.1686 0.726 0.502 0.539 0.263
H 0.8345 -1.3982 -2.5132 0.541 0.979 0.217 0.258
```
Forces are in eV/Å.

Record 6
C26H30N6O3 | ωB97M-V/def2-TZVPD

Results
charge	0
ΔE to the lowest compared entry with this formula, charge and spin	162.04	kcal per mole
E_tot	-1562.82907	Eh
gap between HOMO and LUMO	6.462	eV
E_HOMO	-7.9	eV

Structure (XYZ):
```
65
Properties=species:S:1:pos:R:3:forces:R:3:nbo_charge:R:1
C -1.5683 -4.3272 5.4118 -0.231 0.057 -0.056 -0.259
O -2.3552 -3.2327 5.9398 0.888 -0.162 -0.328 -0.464
C -1.8495 -2.0131 5.7236 -0.823 0.967 2.229 0.698
N -1.0060 -1.8649 4.6884 0.645 1.937 -1.737 -0.543
C -0.6469 -0.6192 4.3169 -0.797 -1.575 4.233 0.445
C -0.3394 -0.3235 2.9505 0.752 -0.230 -3.413 0.025
N -1.4105 0.5371 2.4466 0.265 0.152 0.339 -0.464
C -2.7724 0.2455 2.6642 -0.715 -0.219 0.354 0.083
C -3.6103 1.3141 3.0772 0.038 -0.773 0.110 0.089
C -3.1548 2.7382 3.0617 0.164 0.337 0.236 -0.671
C -4.8833 1.0208 3.5471 -0.133 -0.188 -0.283 -0.240
C -5.3799 -0.2828 3.5641 0.596 -0.099 0.028 0.000
C -6.7573 -0.5341 4.0907 -0.414 -0.060 0.138 -0.629
C -4.5597 -1.3165 3.0951 -0.433 0.362 0.055 -0.217
C -3.2810 -1.0761 2.5987 0.033 0.773 0.061 -0.021
C -2.5214 -2.2209 1.9851 -0.059 -0.471 -0.043 -0.652
C -0.9543 1.2106 1.2614 -0.440 -0.038 -0.617 -0.196
C 0.5525 1.1955 1.3956 0.563 0.376 -0.552 -0.217
N 0.8456 0.4458 2.5986 -0.316 0.249 0.550 -0.463
C 2.1878 0.1027 2.8598 0.772 -0.208 -0.217 0.204
C 2.6517 -1.2361 2.8620 0.317 0.673 0.157 -0.042
C 1.7974 -2.3971 2.4548 0.030 -0.585 0.036 -0.641
C 3.9885 -1.4891 3.1857 -0.109 0.357 -0.002 -0.211
C 4.9092 -0.4610 3.3793 -0.374 0.218 -0.166 -0.018
C 6.3347 -0.7767 3.7141 0.283 -0.104 0.043 -0.626
C 4.4727 0.8593 3.2166 0.065 -0.690 0.077 -0.208
C 3.1346 1.1579 2.9840 -0.236 -0.638 0.072 -0.026
C 2.7602 2.6000 2.8725 0.191 0.726 0.279 -0.651
C -0.8856 0.3866 5.2984 -0.815 1.314 -0.296 -0.099
C -1.8275 0.1301 6.3631 -0.568 2.565 -0.363 0.316
N -2.3199 1.2921 6.9076 1.450 -1.881 -1.535 -0.113
O -1.6843 2.2921 6.1959 1.061 -0.889 -0.675 -0.162
N -0.8047 1.7395 5.1684 -0.111 0.602 0.941 0.431
O -0.1317 2.5270 4.5247 -1.010 -0.880 0.679 -0.351
N -2.3204 -1.0815 6.5601 0.182 -1.849 -0.542 -0.474
H -2.1186 -5.2184 5.6955 0.002 -0.026 -0.032 0.203
H -1.4741 -4.2623 4.3216 -0.037 -0.033 0.322 0.195
H -0.5715 -4.3526 5.8716 -0.249 0.123 -0.113 0.188
H -0.3284 -1.2612 2.3842 -0.100 -0.116 0.421 0.200
H -2.0686 2.8042 2.9930 -0.163 0.121 0.062 0.228
H -3.5994 3.2872 2.2195 0.128 -0.133 0.150 0.222
H -3.4666 3.2383 3.9877 0.045 -0.035 -0.232 0.228
H -5.5141 1.8332 3.9177 0.164 -0.179 -0.137 0.208
H -7.0657 -1.5701 3.9193 0.015 0.163 0.070 0.214
H -6.8214 -0.3252 5.1692 0.069 -0.105 -0.266 0.227
H -7.4818 0.1272 3.5959 0.124 -0.190 0.100 0.218
H -4.9327 -2.3418 3.0952 -0.006 0.219 -0.050 0.206
H -3.2344 -2.9845 1.6531 0.079 0.187 -0.038 0.222
H -1.9254 -1.9245 1.1123 -0.118 -0.009 0.251 0.213
H -1.8738 -2.7129 2.7228 -0.001 0.182 -0.310 0.234
H -1.2776 0.6604 0.3602 0.080 0.197 0.045 0.173
H -1.3556 2.2320 1.1945 0.066 -0.320 0.005 0.206
H 0.9573 2.2062 1.4733 -0.175 -0.168 -0.133 0.211
H 1.0086 0.7253 0.5110 0.031 0.035 0.092 0.180
H 2.4551 -3.2505 2.2409 -0.208 0.162 0.084 0.221
H 1.1137 -2.7061 3.2578 -0.048 0.036 -0.309 0.225
H 1.2345 -2.2004 1.5331 0.065 -0.001 0.284 0.212
H 4.3266 -2.5245 3.2515 -0.067 0.191 -0.065 0.202
H 6.9028 0.1393 3.8909 0.003 -0.123 -0.009 0.214
H 6.3937 -1.3975 4.6157 0.024 0.119 -0.116 0.218
H 6.8243 -1.3350 2.9058 -0.078 0.121 0.126 0.218
H 5.1936 1.6764 3.2874 -0.194 -0.195 0.071 0.205
H 3.4973 3.2054 3.4182 -0.187 -0.147 -0.086 0.219
H 2.8009 2.9592 1.8332 -0.141 -0.129 0.222 0.213
H 1.7793 2.8113 3.3070 0.165 -0.072 -0.201 0.245
```
Forces are in eV/Å.